No. 1
44
Properties=species:S:1:pos:R:3:forces:R:3 method="wB97M-V/def2-TZVPD" largest_force_ev_per_a=1.57 e_tot_ev=-97872.076 orbital_gap_ev="6.0 / 6.1" multiplicity=2 total_charge=+2 s2=0.7985
Ir 0.673004 -0.582149 -0.311728 1.5 0.1 -0.5
Cl -4.180575 -3.238315 4.927744 0.0 0.0 0.0
C -3.228065 -2.531045 3.725866 0.0 0.0 0.0
C -2.515828 -3.356302 2.839175 0.0 0.0 0.0
C -1.774881 -2.785844 1.845341 -0.2 -0.1 -0.1
Cl -1.023136 -3.752659 0.660741 0.1 0.1 0.0
C -1.668219 -1.347422 1.726189 0.2 -0.2 0.0
O -0.940711 -0.814332 0.847094 -0.4 0.3 -0.2
C -2.430717 -0.546866 2.652367 0.1 0.1 0.2
Cl -2.322652 1.156851 2.533829 0.0 0.0 -0.1
C -3.187026 -1.125652 3.625787 0.0 0.0 0.0
H -2.574338 -4.431695 2.930386 0.0 0.0 0.0
H -3.747416 -0.516116 4.320665 0.0 0.0 0.0
C -2.420318 0.281693 -1.400812 0.0 0.0 0.1
C -1.378305 0.492870 -2.442893 0.2 0.0 0.0
C -1.772959 0.988481 -3.701407 0.0 0.0 0.0
C -0.857908 1.194005 -4.688749 0.0 0.0 0.0
C 0.494394 0.896916 -4.432804 0.0 0.0 0.0
C 1.515911 1.054272 -5.400861 0.0 0.0 0.0
C 2.819826 0.730181 -5.125980 0.0 0.0 -0.1
C 3.158628 0.236532 -3.862932 0.0 -0.1 0.1
C 2.179401 0.087232 -2.896303 -0.1 0.0 -0.2
S 2.541658 -0.518438 -1.334682 -0.8 0.0 0.5
C 0.827964 0.409662 -3.159803 0.1 0.0 0.1
N -0.097695 0.216777 -2.165051 -0.5 -0.2 0.1
H -3.403572 0.550076 -1.776923 0.0 0.0 0.0
H -2.201112 0.892216 -0.526017 0.0 0.0 0.1
H -2.438848 -0.762458 -1.090316 0.0 0.0 0.0
H -2.820464 1.195416 -3.864633 0.0 0.0 0.0
H -1.156902 1.569452 -5.659327 0.0 0.0 0.0
H 1.244244 1.431900 -6.378746 0.0 0.0 0.0
H 3.584006 0.846131 -5.881051 0.0 0.0 0.0
H 4.182082 -0.038271 -3.639600 0.0 0.0 0.0
S 1.899467 -1.481437 1.502623 -0.2 0.0 0.1
C 1.968915 -0.114741 2.574648 0.0 0.0 0.0
N 2.716631 0.943410 2.401916 0.0 0.0 0.0
C 2.852820 1.860489 3.541375 0.0 0.0 0.0
C 1.651457 1.585924 4.448031 0.0 -0.1 0.0
S 1.108081 -0.113454 4.049015 0.0 0.0 0.1
H 3.326980 1.002338 1.598059 0.0 0.0 0.0
H 2.864284 2.890094 3.191214 0.0 0.0 0.0
H 3.796733 1.650496 4.046303 0.0 0.0 0.0
H 0.819569 2.258677 4.251846 0.0 0.0 0.0
H 1.915593 1.635107 5.500405 0.0 0.0 0.0


No. 2
44
Properties=species:S:1:pos:R:3:forces:R:3 method="wB97M-V/def2-TZVPD" largest_force_ev_per_a=19.37 e_tot_ev=-65108.751 orbital_gap_ev=8.0 multiplicity=1 total_charge=0
O -5.480963 -1.440677 0.156043 6.0 0.8 -2.8
C -4.315370 -1.201582 -0.441542 -6.1 3.0 0.3
N -3.297696 -2.036487 -0.433755 -9.1 -5.1 5.6
C -2.086380 -2.046191 -0.792848 1.7 -2.1 -1.0
N -1.573264 -1.222512 -1.572793 -2.7 4.7 -1.4
C -0.315830 -1.308084 -1.512119 6.7 1.9 -1.6
C 0.166934 -2.477853 -0.850572 7.2 7.4 -5.8
S -1.040076 -3.247442 -0.390669 -5.0 -6.6 4.7
C 1.634087 -2.737507 -1.025622 -6.7 -5.5 17.3
C 2.414441 -1.965320 0.106316 -0.7 2.0 -1.0
C 1.935846 -1.836920 1.466742 -6.1 -9.9 -7.0
C 2.465050 -1.157915 2.329309 2.7 2.6 7.6
C 3.575910 -0.521529 1.984315 3.6 7.3 5.9
C 3.971319 -0.116960 0.816222 -6.2 -7.0 -3.9
C 3.343451 -0.998993 -0.329532 -2.7 -0.7 13.3
Cl 3.786440 -0.777226 -1.721582 3.4 1.7 -10.8
H 4.749032 0.344269 0.555813 6.0 4.2 -1.7
H 3.974430 0.220462 2.938431 -0.4 -2.3 -2.6
H 2.348630 -1.249413 3.390060 -1.0 -0.1 0.3
H 1.195625 -2.698944 1.828867 1.0 2.1 -1.1
H 1.702262 -3.820471 -0.742240 0.7 0.6 -0.7
H 2.049943 -2.530961 -1.744554 6.6 3.5 -14.0
H 0.292532 -0.352053 -2.030335 -1.1 -3.2 1.5
H -3.748483 -2.891077 0.327370 2.2 2.9 -2.8
C -4.193593 0.245674 -1.445861 7.2 -3.1 7.3
H -3.404788 -0.074013 -2.027464 1.0 0.2 -2.3
H -5.124910 0.297508 -1.568118 -7.3 1.4 -1.9
S -3.462679 1.601361 -0.225355 -0.6 -2.4 -0.2
C -2.385504 0.607863 0.891278 0.6 4.4 -3.5
N -2.441693 -0.471991 1.588171 -6.3 2.5 -1.9
N -1.288065 -0.595558 2.003167 2.2 -9.3 6.1
N -0.451162 0.110886 1.579807 7.8 3.5 0.4
N -0.969858 1.067722 0.917629 -8.8 -4.7 1.0
C -0.305950 1.932963 0.261829 3.4 7.3 -3.6
C 1.020144 1.763247 -0.015891 0.6 1.7 -0.4
C 1.828136 3.022382 -0.605941 -2.0 -7.3 1.0
C 1.219047 4.037802 -1.132250 -6.8 -3.5 5.5
C -0.137483 4.277751 -0.373445 4.6 -1.2 -4.5
C -0.901082 3.321893 0.006768 -3.7 -3.8 3.5
H -2.028082 3.586568 0.352976 3.0 -0.9 -0.7
H -0.516067 5.128106 -0.714360 -1.9 4.0 -0.4
H 1.627177 4.874454 -1.213083 4.0 7.0 -2.3
H 2.724555 2.598148 -0.856972 2.9 0.1 -0.5
H 1.443982 0.738639 0.265779 -0.1 1.9 -0.6


No. 3
45
Properties=species:S:1:pos:R:3:forces:R:3 method="wB97M-V/def2-TZVPD" largest_force_ev_per_a=1.87 relative_energy_ev=0.0000 e_tot_ev=-52470.528 orbital_gap_ev=5.8 multiplicity=1 total_charge=-2
Pd 0.050263 -0.474178 -0.946969 0.3 -0.5 -0.9
S -1.958761 -1.815986 0.501690 0.0 -0.2 0.1
C -2.737819 -0.336919 0.122209 0.0 0.1 0.1
C -4.133059 -0.274141 -0.122708 0.0 0.1 0.0
C -4.716162 0.911141 -0.502340 0.0 -0.1 0.0
C -3.931622 2.061025 -0.609466 0.0 0.1 0.0
C -2.584262 1.934665 -0.317656 -0.1 0.0 0.0
N -1.993798 0.796920 0.031519 -0.3 0.1 0.1
H -4.706193 -1.186715 -0.037678 0.0 0.0 0.0
H -5.778780 0.954088 -0.722057 0.0 0.0 0.0
H -4.350715 3.012053 -0.914685 0.0 0.0 0.0
H -1.930017 2.803230 -0.377842 0.0 0.0 0.0
F 4.834558 1.082467 0.401871 0.0 0.0 -0.1
C 4.348526 0.804039 -0.838593 -0.2 0.0 0.0
F 5.086424 -0.224668 -1.305416 0.0 0.0 0.0
F 4.654439 1.869932 -1.611117 0.0 -0.1 0.1
C 2.799922 0.507041 -0.785394 0.6 0.2 0.2
O 2.097796 1.511469 -0.929394 -0.1 -0.2 0.0
O 2.533577 -0.689049 -0.557325 -0.4 0.2 -0.2
N 0.579350 0.291998 1.669143 0.3 -0.4 -0.3
C 0.501843 -0.170122 2.939602 0.0 0.0 0.1
C 0.930986 -1.471608 3.267654 0.0 0.1 0.0
C 0.905768 -1.911605 4.575562 0.0 0.0 0.0
C 0.463497 -1.087626 5.608138 0.0 0.0 0.1
C 0.028743 0.195145 5.295463 0.0 0.0 0.0
C 0.038265 0.647987 3.988784 0.0 0.0 0.0
H 0.518151 -0.392893 0.860441 0.3 0.7 1.7
H 0.103488 1.149808 1.460023 -0.2 0.1 -0.1
H 1.280936 -2.108832 2.464944 0.0 0.0 0.0
H 1.230246 -2.921740 4.803067 0.0 0.0 0.0
H 0.446981 -1.439303 6.633382 0.0 0.0 0.0
H -0.336543 0.849172 6.080838 0.0 0.0 0.0
H -0.318177 1.644225 3.749669 0.0 0.0 0.0
N 3.207863 -0.625711 -5.755399 -0.1 0.0 0.1
C 2.338920 -0.577107 -4.996340 0.4 0.0 -0.3
C 1.236231 -0.538512 -4.105370 -0.5 -0.2 0.4
C 0.522334 0.648621 -3.878763 0.1 -0.1 -0.2
C -0.624884 0.598466 -3.106702 0.1 0.1 -0.4
N -1.179575 -0.545019 -2.624956 -0.3 0.1 -0.1
C -0.390314 -1.659110 -2.716196 0.1 -0.1 -0.2
C 0.799823 -1.696347 -3.455701 0.1 0.2 -0.4
H 0.864140 1.580423 -4.306711 0.0 0.0 0.0
H -1.221883 1.492918 -2.968383 0.0 0.0 0.1
H -0.858377 -2.578797 -2.386504 0.0 0.0 0.1
H 1.347875 -2.620826 -3.574330 0.0 0.0 0.1


No. 4
37
Properties=species:S:1:pos:R:3:forces:R:3 method="wB97M-V/def2-TZVPD" largest_force_ev_per_a=2.04 e_tot_ev=-24973.743 orbital_gap_ev=5.9 multiplicity=1 total_charge=-1
C -5.255658 0.312343 1.751812 0.3 -0.1 0.0
C -4.458645 -0.836449 1.782200 0.4 0.6 0.0
C -3.063296 -0.718674 1.779837 0.1 0.0 -0.1
C -2.438290 0.537734 1.720066 -0.4 0.2 0.3
C -0.925112 0.714903 1.732101 1.2 0.5 -0.6
C -0.084021 -0.488125 1.578213 -0.9 0.3 -0.1
C 1.225962 -0.478800 1.913276 -0.6 -0.1 0.7
O -0.418184 1.833642 1.895865 -1.0 -0.8 0.1
C -3.255854 1.679780 1.726146 0.0 0.1 -0.1
C -4.648530 1.570441 1.738567 0.4 -0.3 0.0
H -6.341775 0.222313 1.737502 0.2 0.0 0.0
H -4.907702 -1.819899 1.804504 0.0 0.0 0.0
H -2.437575 -1.616100 1.823264 -0.4 0.3 0.0
H -0.541370 -1.385911 1.148783 0.2 0.1 0.8
H 1.636515 -1.397562 2.353729 0.3 0.3 -0.9
H 1.753326 0.462406 2.096704 -0.4 -0.3 0.2
H -2.784124 2.671233 1.716287 -0.1 -0.5 0.0
H -5.252427 2.471768 1.732213 0.0 -0.1 0.0
C 3.845938 -0.807354 0.662830 0.4 -0.5 0.5
C 2.584271 -1.110012 -0.076114 -0.2 0.1 -1.2
C 2.006527 -2.381563 0.103221 -0.5 -1.6 0.4
N 1.495410 -3.423521 0.297353 0.7 1.5 -0.3
C 2.234563 -0.439628 -1.300870 -0.1 -0.1 0.5
C 2.797290 0.821426 -1.669962 -0.2 0.0 -0.3
C 2.386599 1.477855 -2.824134 0.3 -0.2 0.4
C 1.423860 0.906870 -3.671134 -0.2 0.3 -0.1
C 0.978422 1.601735 -4.845047 -0.6 0.9 -1.4
N 0.589563 2.162814 -5.796989 0.7 -1.0 1.6
C 0.843147 -0.319538 -3.322164 0.2 -0.4 0.5
C 1.249800 -0.989877 -2.176351 -0.4 0.2 -0.4
H 4.417293 0.013474 0.225769 -0.1 -0.1 0.0
H 3.632649 -0.561589 1.711751 0.4 0.0 -0.1
H 4.487372 -1.702571 0.666134 0.1 0.3 0.1
H 3.548903 1.280767 -1.019976 -0.4 -0.1 -0.3
H 2.809596 2.450443 -3.081464 -0.1 -0.3 0.1
H 0.067485 -0.747952 -3.958923 0.2 0.1 0.1
H 0.798060 -1.966825 -1.955010 0.3 0.5 0.0


No. 5
40
Properties=species:S:1:pos:R:3:forces:R:3 method="wB97M-V/def2-TZVPD" largest_force_ev_per_a=3.52 relative_energy_ev=1.8421 e_tot_ev=-30557.723 orbital_gap_ev=8.6 multiplicity=1 total_charge=0 smiles="COc1ccccc1-c1cc(=O)c2c(=O)n(-c3ccccc3)[nH]c2[nH]1"
O -3.469802 -1.124104 -0.784221 -0.5 0.1 -0.3
O -3.219543 2.063196 -1.264224 1.3 0.0 0.5
O 1.002489 -3.547960 -1.356577 -0.8 -0.2 0.4
C -2.327046 -0.907002 -0.412748 -2.0 -0.3 -0.7
C -2.198130 1.723323 -0.669996 -2.3 0.1 -0.7
C -1.496362 -2.024121 -0.074083 3.0 -0.9 1.6
C -1.780596 0.407630 -0.268856 1.5 -1.4 0.7
C -0.276521 -1.897318 0.577864 -2.6 0.2 -1.9
C -0.584614 0.486679 0.390158 -0.2 -1.6 -0.3
C -0.666744 6.724810 -0.597920 -0.2 0.0 0.0
C 2.281705 -5.205423 1.739472 -0.5 1.9 0.0
C 1.751803 -4.297548 2.678101 -0.3 0.1 -0.7
C -1.964005 6.185179 -0.605853 0.8 0.7 0.2
C 0.406535 5.847155 -0.515860 0.1 0.3 0.0
C 2.070127 -4.891450 0.386516 -0.5 -0.5 0.0
C 0.936370 -3.223566 2.260236 0.4 -1.5 -0.1
C -2.107384 4.826510 -0.482934 -1.2 -1.2 0.1
C 0.257057 4.467486 -0.400825 -0.1 0.9 -0.4
C 1.216075 -3.849702 -0.037319 0.9 -0.2 -0.2
C 0.597931 -3.029686 0.919997 0.7 0.1 0.6
C -1.019765 3.943715 -0.403894 0.1 0.3 0.4
N 0.148945 -0.612472 0.880050 -0.2 1.6 -0.2
N -0.182940 1.771827 0.410363 1.0 1.5 -0.3
N -1.206457 2.563051 -0.212109 0.9 -0.5 1.0
C 1.956442 -3.839209 -2.359587 0.6 0.2 0.1
H -1.855230 -3.029751 -0.273283 -0.1 0.3 -0.1
H -0.490223 7.808412 -0.623930 -0.1 -0.6 -0.1
H 2.897081 -6.035789 2.082472 -0.2 0.2 -0.4
H 1.948750 -4.428300 3.728613 0.0 0.0 0.2
H -2.847793 6.832432 -0.645124 0.4 -0.3 0.0
H 1.416010 6.228933 -0.555825 0.1 0.2 0.1
H 2.478229 -5.554883 -0.364448 0.1 0.1 0.0
H 0.469889 -2.610109 3.005953 -0.1 0.3 0.3
H -3.117120 4.413176 -0.415837 0.4 0.0 -0.2
H 1.151852 3.883958 -0.378615 0.2 -0.5 0.1
H 1.065747 -0.509722 1.300122 -0.3 0.2 -0.2
H 0.176827 2.100784 1.289221 -0.1 0.7 0.2
H 2.295611 -4.884829 -2.376488 0.0 0.3 0.3
H 1.501480 -3.658607 -3.333759 -0.2 0.1 0.3
H 2.783318 -3.116702 -2.234822 0.0 -0.6 -0.1